No. 1
Density functional theory data (ωB97M-V/def2-TZVPD) for a molecular structure, C23H24ClN8O7PdTe.

The geometry in XYZ format:
```
65
Properties=species:S:1:pos:R:3:nbo_charge:R:1
Pd -0.118 -0.450 -0.633 0.98
N -2.391 -2.914 -0.679 -0.64
N -2.284 -3.240 -2.023 -0.40
C -1.310 -2.742 -2.788 0.66
N -1.287 -3.098 -4.066 -0.75
N -0.416 -1.920 -2.189 -0.47
N 0.569 -1.379 -2.942 0.64
O 0.913 -1.733 -4.038 -0.35
O 1.130 -0.428 -2.338 -0.44
H -2.151 -3.709 -0.100 0.38
H -3.323 -2.575 -0.475 0.39
H -2.922 -3.905 -2.439 0.39
H -2.025 -3.666 -4.447 0.42
H -0.536 -2.789 -4.661 0.45
O -4.669 -0.982 -1.597 -0.53
C -3.711 -0.473 -2.036 0.84
N -2.738 0.003 -2.561 -0.86
C -2.178 -0.067 5.249 -0.64
C -0.717 0.137 4.958 -0.04
C -0.091 1.327 5.314 -0.23
C 1.266 1.503 5.110 -0.03
Cl 1.999 3.017 5.556 0.00
C 2.045 0.506 4.548 -0.27
C 1.430 -0.681 4.180 -0.19
C 0.070 -0.863 4.384 0.25
O -0.449 -2.113 4.102 -0.50
C -1.277 -2.204 2.961 -0.16
C -0.531 -1.812 1.683 0.75
O -1.137 -0.867 1.012 -0.69
O 0.510 -2.346 1.355 -0.65
H -2.525 0.662 5.979 0.23
H -2.359 -1.066 5.646 0.23
H -2.789 0.052 4.352 0.22
H -0.666 2.117 5.783 0.23
H 3.106 0.659 4.398 0.25
H 1.998 -1.494 3.746 0.24
H -2.185 -1.609 3.059 0.19
H -1.543 -3.259 2.883 0.21
Te -1.896 1.854 -2.422 0.79
C -1.011 1.706 -4.314 -0.30
C -1.816 1.507 -5.433 -0.24
C -1.230 1.396 -6.684 -0.15
C 0.148 1.513 -6.822 -0.21
C 0.944 1.734 -5.708 -0.19
C 0.368 1.820 -4.448 -0.24
H -2.891 1.443 -5.331 0.23
H -1.851 1.238 -7.556 0.22
H 0.600 1.439 -7.802 0.23
H 2.017 1.828 -5.816 0.23
H 0.994 1.967 -3.577 0.22
N 5.076 0.986 0.547 -0.81
C 4.375 1.515 1.580 0.65
O 4.877 1.844 2.633 -0.58
C 2.888 1.650 1.389 -0.17
C 2.213 2.608 2.136 -0.07
C 0.834 2.679 2.062 -0.24
C 0.163 1.781 1.257 0.08
N 0.818 0.871 0.530 -0.43
C 2.152 0.793 0.594 0.07
H 6.075 0.916 0.656 0.42
H 4.692 0.908 -0.376 0.40
H 2.778 3.257 2.792 0.27
H 0.279 3.398 2.646 0.25
H -0.916 1.757 1.193 0.23
H 2.611 -0.006 0.027 0.23
```

## Properties
total charge: +1

---

No. 2
Density functional theory data (ωB97M-V/def2-TZVPD) for 5 unconnected molecules or ions with the total composition C23H24F24O9 in a non-equilibrium geometry.

The geometry in XYZ format:
```
80
Properties=species:S:1:pos:R:3:lowdin_charge:R:1
C -4.744 3.492 -0.707 -0.01
C -4.737 5.015 -0.662 -0.38
C -3.945 5.610 -1.840 -0.13
O -4.909 5.688 -2.890 0.04
C -6.162 5.619 -2.181 -0.43
O -7.235 5.542 -2.812 0.12
O -6.004 5.432 -0.865 0.11
H -5.080 3.072 -1.655 0.10
H -5.324 3.110 0.133 0.09
H -3.790 2.965 -0.690 0.08
H -4.162 5.483 0.138 0.16
H -3.140 4.893 -2.000 0.13
H -3.531 6.552 -1.480 0.13
C 7.970 5.267 8.170 0.00
C 7.854 4.568 6.783 -0.34
C 7.024 3.270 6.665 -0.14
O 5.918 3.587 5.916 0.06
C 5.999 4.914 5.547 -0.49
O 5.097 5.492 4.982 0.15
O 7.210 5.410 5.907 0.09
H 8.358 6.284 8.212 0.08
H 8.613 4.660 8.808 0.08
H 6.923 5.287 8.473 0.09
H 8.801 4.246 6.351 0.15
H 6.594 2.944 7.612 0.13
H 7.582 2.457 6.200 0.13
C -1.640 -8.725 -1.946 -0.07
C -0.659 -7.586 -1.734 -0.50
C -0.117 -7.701 -0.316 -0.31
F 0.603 -8.832 -0.194 0.08
F 0.776 -6.753 0.030 0.10
F 0.346 -7.790 -2.521 0.18
F -1.188 -6.341 -1.984 0.13
O -2.709 -8.492 -1.034 0.03
C -3.763 -9.455 -1.119 -0.54
C -4.976 -8.894 -0.403 -0.36
F -5.935 -9.814 -0.537 0.12
F -4.825 -8.529 0.843 0.14
F -4.187 -9.648 -2.346 0.19
F -3.329 -10.597 -0.572 0.17
H -1.157 -9.701 -1.979 0.15
H -1.940 -8.648 -2.991 0.15
H -0.828 -7.892 0.487 0.17
H -5.293 -7.963 -0.872 0.18
C 0.213 -1.693 2.502 -0.02
C -0.807 -1.811 1.332 -0.44
C -0.118 -1.581 -0.130 -0.28
F 0.744 -2.564 -0.355 0.10
F -0.964 -1.418 -1.204 0.07
F -1.542 -2.968 1.348 0.10
F -1.781 -0.957 1.491 0.14
O 0.771 -0.323 2.567 0.01
C 1.035 0.271 3.852 -0.51
C 2.221 -0.416 4.561 -0.29
F 1.984 -1.712 4.959 0.09
F 3.354 -0.342 3.855 0.10
F 1.237 1.583 3.646 0.17
F 0.073 0.215 4.782 0.15
H 1.031 -2.384 2.296 0.14
H -0.328 -1.954 3.411 0.14
H 0.490 -0.677 -0.106 0.16
H 2.478 0.246 5.388 0.17
C 0.701 3.852 -5.170 -0.04
C 1.736 2.957 -4.533 -0.48
C 1.940 1.486 -4.996 -0.34
F 1.652 1.362 -6.255 0.15
F 3.126 0.895 -4.722 0.11
F 2.827 3.661 -4.748 0.14
F 1.573 2.974 -3.193 0.12
O -0.599 3.220 -5.102 0.01
C -1.454 3.306 -6.214 -0.61
C -2.781 2.612 -5.807 -0.37
F -3.602 2.967 -6.825 0.09
F -2.639 1.382 -5.625 0.21
F -1.608 4.566 -6.551 0.18
F -0.851 2.773 -7.212 0.21
H 0.900 4.115 -6.209 0.15
H 0.680 4.781 -4.600 0.15
H 1.171 0.970 -4.421 0.17
H -3.223 3.111 -4.944 0.17
```

## Properties
total charge: 0

---

No. 3
Density functional theory data (ωB97M-V/def2-TZVPD) for a single C23H24N2O6 molecule.

The geometry in XYZ format:
```
55
Properties=species:S:1:pos:R:3:nbo_charge:R:1
C -6.130 -3.081 0.286 -0.26
O -6.884 -1.908 0.065 -0.54
C -6.553 -1.208 -1.107 -0.06
C -5.154 -0.581 -1.088 -0.44
C -4.985 0.305 0.147 -0.23
N -3.602 0.680 0.347 -0.47
C -2.647 -0.198 0.834 0.68
O -2.853 -1.343 1.148 -0.55
C -1.377 0.574 0.861 -0.08
C -0.111 0.200 1.249 -0.14
C 0.904 1.155 1.130 -0.15
C 0.635 2.436 0.650 -0.13
C -0.648 2.807 0.270 -0.18
C -1.644 1.858 0.376 -0.11
C -3.090 1.930 0.035 0.68
O -3.725 2.848 -0.414 -0.54
H -0.863 3.796 -0.103 0.24
H 1.455 3.133 0.577 0.24
C 2.309 0.833 1.481 0.80
O 3.223 1.621 1.362 -0.62
O 2.455 -0.408 1.932 -0.49
C 3.753 -0.833 2.345 -0.16
H 4.267 -0.011 2.855 0.21
H 3.586 -1.668 3.026 0.22
C 4.608 -1.321 1.157 0.65
O 4.909 -2.485 1.018 -0.62
N 4.986 -0.327 0.338 -0.63
H 4.635 0.607 0.512 0.43
C 5.652 -0.581 -0.922 -0.21
H 6.524 -1.214 -0.735 0.22
H 5.983 0.379 -1.317 0.20
C 4.723 -1.296 -1.919 -0.46
C 3.371 -0.640 -1.992 0.07
C 2.242 -1.308 -1.534 -0.24
C 0.993 -0.718 -1.611 -0.21
C 0.858 0.558 -2.130 -0.23
C 1.980 1.241 -2.567 -0.20
C 3.226 0.644 -2.503 -0.25
H 4.094 1.177 -2.864 0.21
H 1.881 2.238 -2.970 0.21
H -0.118 1.018 -2.196 0.21
H 0.122 -1.259 -1.269 0.21
H 2.343 -2.302 -1.122 0.22
H 5.200 -1.290 -2.901 0.22
H 4.605 -2.331 -1.596 0.23
H 0.097 -0.789 1.623 0.25
H -5.562 1.227 0.045 0.23
H -5.325 -0.244 1.029 0.23
H -5.012 0.002 -1.999 0.22
H -4.401 -1.371 -1.065 0.21
H -7.310 -0.422 -1.186 0.19
H -6.637 -1.870 -1.983 0.17
H -6.617 -3.601 1.109 0.20
H -6.136 -3.724 -0.602 0.16
H -5.095 -2.861 0.565 0.18
```

## Properties
total charge: 0

---

No. 4
Density functional theory data (ωB97M-V/def2-TZVPD) for a molecular structure, C23H24N2OPd.

The geometry in XYZ format:
```
51
Properties=species:S:1:pos:R:3:nbo_charge:R:1
Pd 0.981 -0.534 -0.104 0.43
O -1.242 -1.825 2.323 -0.72
C -2.315 -1.468 1.477 -0.09
C -1.919 -3.406 -0.130 0.12
C -2.369 -4.577 -0.876 -0.19
C -1.549 -5.610 -1.102 -0.21
C -0.177 -5.575 -0.627 -0.26
C 0.321 -4.447 -0.129 0.02
N -0.477 -3.270 -0.076 -0.49
H -0.459 -1.340 2.030 0.49
H -2.090 -0.554 0.922 0.20
H -3.178 -1.251 2.111 0.19
H -3.406 -4.618 -1.175 0.23
H -1.910 -6.493 -1.612 0.22
H 0.450 -6.452 -0.685 0.23
H 1.336 -4.296 0.204 0.23
C 3.136 0.836 1.408 -0.43
N 2.904 0.492 -0.004 -0.44
C 4.017 -0.325 -0.498 -0.41
C 2.775 1.731 -0.802 -0.24
C 1.413 2.327 -0.579 -0.12
C 1.189 3.692 -0.694 -0.22
C -0.095 4.196 -0.536 -0.23
C -1.140 3.324 -0.266 -0.22
C -0.899 1.959 -0.146 -0.26
C 0.380 1.423 -0.290 -0.23
H 4.096 1.358 1.517 0.18
H 3.152 -0.073 2.006 0.21
H 2.334 1.480 1.760 0.23
H 4.960 0.234 -0.451 0.18
H 3.824 -0.618 -1.528 0.21
H 4.102 -1.223 0.112 0.21
H 2.893 1.450 -1.851 0.21
H 3.589 2.425 -0.553 0.19
H 2.013 4.366 -0.908 0.20
H -0.278 5.260 -0.623 0.21
H -2.146 3.708 -0.146 0.21
H -1.742 1.308 0.057 0.20
C 0.135 -2.121 -0.058 -0.03
C -2.735 -2.542 0.495 -0.02
C -4.197 -2.587 0.229 -0.07
C -5.096 -2.870 1.256 -0.15
C -6.460 -2.899 1.013 -0.23
C -6.947 -2.629 -0.259 -0.21
C -6.062 -2.330 -1.285 -0.21
C -4.697 -2.308 -1.041 -0.20
H -4.719 -3.086 2.249 0.21
H -7.145 -3.133 1.818 0.21
H -8.013 -2.646 -0.448 0.21
H -6.435 -2.108 -2.276 0.22
H -4.004 -2.068 -1.839 0.22
```

## Properties
total charge: 0

---

Results for gap between HOMO and LUMO: 0.2577; 0.4148; 0.3067; 0.2715 (in Ha, following the order of the records).
Results for ΔE to the lowest compared entry with this formula, charge and spin: 0.052; 0.423; 0.645; 1.934 (in eV, following the order of the records).
Results for E_HOMO: -10.75; -11.07; -9.29; -7.45 (in eV, following the order of the records).